[1]
{
  "formula": "C49H97N2O18S4",
  "method": "ωB97M-V with the def2-TZVPD basis set",
  "charge": -1,
  "molar_mass_g_mol": 1130.58,
  "e_lumo_ha": 0.0451,
  "total_energy_ha": -4981.3072,
  "fmax_ha_per_bohr": 0.1777,
  "species": ["H", "O", "C", "C", "H", "H", "H", "H", "C", "S", "H", "H", "H", "H", "C", "C", "H", "C", "H", "C", "O", "H", "C", "C", "H", "O", "H", "H", "H", "C", "O", "H", "H", "H", "H", "H", "H", "H", "H", "H", "H", "C", "C", "C", "H", "H", "H", "C", "H", "H", "C", "H", "O", "H", "H", "H", "H", "C", "H", "H", "C", "O", "C", "H", "H", "H", "O", "C", "H", "C", "H", "H", "C", "H", "C", "H", "O", "H", "C", "H", "H", "C", "H", "H", "H", "H", "H", "H", "C", "C", "H", "C", "H", "H", "H", "H", "C", "C", "H", "H", "H", "C", "H", "C", "H", "C", "N", "H", "H", "O", "C", "H", "H", "O", "C", "O", "H", "C", "O", "H", "H", "H", "C", "H", "H", "H", "C", "H", "H", "O", "H", "C", "H", "S", "N", "H", "H", "C", "O", "H", "H", "C", "H", "C", "O", "O", "H", "C", "H", "C", "H", "H", "C", "H", "H", "S", "H", "O", "C", "H", "C", "H", "H", "H", "S", "H", "C", "O", "C", "C"],
  "coordinates": [[-3.02, -1.49, -6.99], [-1.91, -8.74, -3.64], [-4.43, -4.02, -6.06], [2.59, 1.31, 7.25], [-0.63, -0.82, 3.77], [-3.60, 4.51, -7.31], [-1.43, -4.37, -1.89], [-5.44, 0.16, -0.62], [-1.16, -2.77, 2.23], [-4.24, 1.65, -6.33], [-3.05, 3.67, 2.78], [-2.26, -6.93, -0.08], [-2.63, 4.23, -9.58], [2.91, 0.32, 6.91], [-4.02, -1.31, -6.40], [1.05, 4.55, 0.25], [0.66, 0.62, 7.93], [-1.61, -0.48, 3.17], [2.34, 2.37, -3.74], [7.80, 3.72, 8.73], [-5.62, -4.82, -2.70], [0.08, -6.20, -3.48], [3.51, 0.08, -1.24], [5.78, 5.77, 8.34], [4.85, 2.32, -1.95], [-4.16, 4.36, -3.10], [8.13, 3.37, 7.75], [-3.36, -4.50, -6.15], [1.45, 5.54, 0.77], [-1.90, -11.11, -3.69], [-2.45, 2.82, -4.09], [-5.29, -2.24, -4.75], [3.72, 0.99, 4.37], [-1.89, 0.59, 5.17], [-2.42, 2.27, 1.68], [4.21, -0.91, -2.99], [-5.67, 1.34, -2.67], [6.41, 7.04, 6.71], [5.06, 0.67, 3.29], [-3.12, 2.38, -0.73], [-0.64, 2.30, 4.29], [1.37, -5.09, -1.95], [4.96, 2.72, 4.00], [-4.78, -4.80, -3.77], [0.91, -4.00, -1.96], [-0.25, -3.96, 0.52], [-3.38, -0.48, 4.65], [1.96, 3.32, 5.95], [-3.40, -4.35, 0.11], [1.77, -5.39, -0.87], [-1.92, -10.89, -0.79], [-5.01, -3.95, -7.09], [2.05, 1.98, 6.10], [-0.60, -6.10, 0.36], [-0.89, -11.36, -4.01], [-0.72, -12.49, 0.02], [3.49, 1.81, 7.61], [0.06, 2.89, 2.09], [-2.83, 0.06, -4.91], [3.12, -6.33, -2.99], [7.04, 2.09, 5.18], [-1.77, -9.75, -1.65], [3.77, 2.37, -2.13], [-4.87, 4.53, -8.55], [1.18, 2.12, 8.69], [0.19, -11.00, -0.33], [3.08, 1.35, -1.39], [-2.57, 0.28, 4.26], [-3.88, 0.71, -2.68], [-1.33, -5.55, -1.75], [8.06, 4.77, 8.85], [-1.42, -2.64, -0.14], [-3.28, -1.54, 1.61], [5.32, 0.37, -2.42], [6.21, 5.98, 6.90], [-4.36, 6.03, -7.80], [-5.29, 1.40, -7.48], [-1.00, 3.55, 0.06], [-0.62, -11.66, -0.68], [-2.18, -6.08, -2.40], [4.17, 3.43, 4.27], [-1.29, -3.42, 0.74], [5.54, 3.19, 3.21], [7.11, 5.41, 6.66], [4.86, 6.35, 8.52], [3.66, 1.58, 2.70], [0.03, 1.85, 1.51], [-1.22, 0.19, 2.29], [-2.40, -4.67, 0.64], [-0.97, 2.95, 3.38], [-5.11, 1.10, 1.00], [2.18, 4.19, 7.16], [-0.94, 4.91, 1.42], [3.73, 1.34, -4.04], [-1.22, -3.68, 3.01], [-2.55, -11.03, -4.57], [-2.95, 5.22, -9.24], [3.42, 2.29, -3.60], [8.67, 1.78, 3.87], [1.94, 0.59, 9.18], [3.43, 3.33, -1.73], [-1.65, -5.93, -0.17], [-2.89, 9.04, -9.65], [1.54, 1.15, 8.33], [-4.99, 2.98, -0.59], [-4.64, 0.75, -0.01], [-4.99, 2.76, -5.21], [-2.31, -11.92, -3.09], [-4.78, -0.08, -4.63], [1.63, 3.81, 4.88], [7.61, 1.52, 3.91], [-2.69, 7.67, -8.58], [2.85, 3.76, 7.90], [5.95, 2.31, 9.24], [-3.36, 8.11, -9.33], [-5.25, -4.91, -5.17], [2.13, -5.15, -4.13], [-0.35, 4.03, 0.94], [7.70, 2.10, 6.22], [-2.05, 5.73, -8.88], [-0.96, 4.08, 3.75], [-4.32, 8.33, -8.86], [-4.31, -2.56, -5.33], [-2.19, -10.50, 0.20], [-4.95, -1.21, -7.14], [1.22, 4.41, 7.62], [6.34, 3.43, 8.90], [3.90, 3.10, -4.16], [7.17, 1.93, 3.01], [-2.99, 2.25, -7.05], [8.35, 3.18, 9.51], [-3.37, 1.59, 3.69], [-0.05, -2.35, 2.32], [-3.11, -0.32, 0.15], [-2.22, -1.79, 2.64], [0.95, 4.74, -0.91], [1.16, 3.12, 2.44], [4.31, 1.42, 3.56], [-3.49, 5.89, -10.39], [1.85, 3.68, 0.41], [0.41, -7.18, -1.90], [4.63, -0.41, -2.11], [5.22, -1.13, -1.54], [2.60, -5.26, -3.06], [5.44, 4.39, 8.58], [5.75, 2.52, 5.18], [6.52, 6.13, 9.06], [-3.58, 7.24, -10.53], [7.50, 0.44, 3.93], [-4.00, 5.07, -8.16], [-3.42, -2.49, -4.54], [3.42, -4.45, -2.84], [0.11, -6.12, -2.29], [5.43, 5.64, 6.21], [-2.76, -11.52, -1.11], [-3.98, 2.95, -3.75], [-2.63, -5.10, 1.73], [2.94, -0.69, -0.46], [-4.55, 1.68, -2.48], [-0.30, -12.05, -1.65], [-3.90, 0.05, -5.43], [-3.92, 2.14, 4.60], [-3.63, -4.64, -3.51], [-4.25, 1.20, 3.00], [-4.78, -2.39, 1.80], [2.65, 5.12, 6.83], [-4.26, 2.11, -0.92], [-3.90, 7.73, -11.60], [-2.47, 2.63, 2.79], [-1.89, -9.78, -3.00]],
  "mulliken_charge": [0.29, -0.54, -0.31, -0.38, 0.32, -0.03, 0.00, 0.53, -0.71, 1.14, 0.38, 0.19, 0.28, 0.36, -0.60, -0.67, 0.29, -0.45, 0.32, -0.91, -0.55, 0.29, 0.66, -0.53, 0.33, -0.69, 0.16, 0.23, 0.25, -1.17, -0.62, 0.26, -0.01, 0.12, -0.39, 0.24, 0.36, 0.41, 0.36, -0.23, -0.42, -0.13, -0.45, 0.55, 0.21, 0.05, 0.38, 0.85, 0.21, 0.19, -0.37, 0.29, -0.08, 0.27, 0.26, 0.38, 0.37, 0.10, 0.43, 0.25, 0.82, -0.34, -0.32, 0.28, 0.29, 0.29, -0.26, -0.73, 0.18, 0.27, 0.33, -0.01, -0.42, 0.38, -0.74, 0.27, -0.74, -0.21, -1.00, 0.07, 0.18, 0.17, 0.40, 0.23, 0.35, 0.29, 0.08, 0.28, -0.43, 0.00, 0.26, -1.23, 0.29, 0.28, 0.13, 0.32, -0.50, -1.07, 0.34, 0.40, 0.30, -0.61, 0.30, -1.25, 0.32, -0.73, -0.47, 0.36, 0.08, -0.55, -1.24, 0.32, 0.32, -0.62, -0.86, -0.37, 0.30, 0.00, -0.62, 0.33, 0.46, 0.23, -0.33, 0.33, 0.35, 0.28, 0.89, 0.38, 0.39, -0.66, 0.34, -0.53, 0.30, 0.08, 0.33, 0.33, -0.07, -0.64, -0.35, -0.03, 0.10, -0.99, 0.30, -0.98, -0.31, -0.22, 0.39, 0.71, 0.28, -0.37, 0.18, 0.25, -0.60, 0.10, 0.35, 0.99, 0.22, -0.58, -0.61, 0.27, -0.59, 0.34, 0.13, 0.01, -0.18, 0.34, 0.14, -0.61, 0.20, 0.84]
}

***

[2]
{
  "formula": "C28H31IrNO7P4SSe3Te",
  "method": "ωB97M-V with the def2-TZVPD basis set",
  "molar_mass_g_mol": 1206.22,
  "e_lumo_ha": [-0.0214, -0.0955],
  "s_squared": 8.777,
  "total_energy_ha": -11007.5266,
  "spin_multiplicity": 6,
  "relative_energy_ev": 0.000,
  "fmax_ha_per_bohr": 0.0076,
  "species": ["C", "H", "C", "H", "H", "O", "O", "H", "C", "Se", "H", "H", "H", "H", "P", "H", "C", "C", "C", "H", "N", "P", "H", "H", "H", "C", "C", "H", "H", "H", "C", "H", "C", "Se", "H", "H", "C", "H", "C", "C", "C", "C", "H", "C", "H", "H", "C", "H", "C", "Se", "C", "C", "O", "H", "H", "C", "H", "C", "P", "O", "Ir", "H", "O", "S", "H", "C", "H", "P", "C", "O", "H", "C", "C", "Te", "O", "C", "C"],
  "coordinates": [[-2.97, 1.52, -2.32], [-4.22, 3.24, -2.54], [-2.00, -4.58, -1.12], [4.09, 1.89, 0.30], [-1.42, -5.43, -0.78], [-1.26, -0.56, -3.58], [0.91, -2.75, -4.48], [-0.27, -4.45, 3.91], [0.60, 3.21, 5.29], [5.44, -2.45, 1.81], [-0.82, -1.12, 1.29], [2.67, 3.74, 5.29], [-1.64, -3.24, 2.25], [0.04, -2.70, -4.07], [1.72, 0.44, 1.76], [0.35, 3.85, 6.12], [4.39, 2.07, -0.73], [-1.38, -3.35, -1.28], [1.00, -1.12, 2.41], [-0.85, 0.98, 3.19], [0.65, 0.85, 0.48], [-0.54, 0.45, -4.59], [2.74, -1.43, 3.62], [2.11, 3.09, 0.88], [-0.33, -3.23, -1.05], [2.21, 2.31, 3.76], [-3.85, 2.50, -1.85], [-4.05, -1.54, -2.33], [0.62, 2.19, -3.97], [3.23, 2.27, 3.38], [-0.69, -2.84, 2.57], [-4.93, 3.27, -0.17], [-4.24, 2.51, -0.53], [3.88, -2.34, -1.66], [-0.32, 2.53, 1.30], [1.85, 2.10, -1.66], [0.19, 2.25, 0.38], [0.97, 4.25, 0.27], [1.34, 3.23, 0.12], [-3.47, -2.39, -1.99], [-0.23, -1.64, 2.03], [-2.11, -2.25, -1.71], [-0.55, 2.30, -0.42], [-3.35, -4.72, -1.40], [-3.83, -5.68, -1.28], [4.11, 1.22, -1.34], [-4.09, -3.62, -1.84], [5.48, 2.18, -0.76], [1.93, 3.12, -1.28], [2.17, -2.35, -0.16], [-2.49, 0.56, -1.44], [1.23, 1.54, 3.15], [2.97, -1.46, -5.17], [1.92, -3.53, 4.60], [-1.41, 2.48, 5.06], [-0.39, 2.44, 4.69], [-2.69, 1.53, -3.36], [0.08, -3.52, 3.50], [1.73, -1.38, -4.42], [0.07, 1.51, -3.55], [0.94, -0.26, -1.13], [-4.09, 1.52, 1.38], [-1.43, 1.00, -5.59], [3.68, 3.59, -1.39], [-5.14, -3.73, -2.06], [1.77, -1.81, 3.34], [1.38, 3.76, -1.98], [-1.25, -0.67, -1.93], [-0.08, 1.60, 3.64], [1.76, -0.91, -2.98], [-2.55, -0.20, 0.57], [-2.90, 0.56, -0.11], [-3.78, 1.53, 0.35], [5.51, -3.70, -0.21], [0.68, -0.34, -5.18], [1.90, 3.14, 4.83], [1.31, -3.00, 3.89]],
  "mulliken_spin": [0.03, 0.00, 0.01, 0.00, 0.00, 0.00, 0.00, 0.00, 0.00, 0.69, 0.03, 0.00, 0.00, 0.00, 0.01, 0.00, 0.01, -0.03, 0.01, 0.00, 0.62, -0.02, 0.02, 0.00, 0.04, -0.01, -0.01, 0.00, 0.00, 0.00, 0.01, 0.00, 0.01, 0.22, -0.02, 0.02, 0.02, -0.01, 0.05, 0.00, 0.03, 0.03, -0.04, 0.00, 0.00, -0.01, 0.00, 0.00, 0.05, 0.80, -0.04, 0.03, 0.01, 0.00, 0.00, 0.00, 0.00, 0.00, 0.00, 0.00, 1.59, 0.00, 0.00, 0.01, 0.00, 0.03, 0.00, 0.39, 0.01, 0.01, 0.01, 0.02, -0.01, 0.35, 0.00, 0.00, -0.02]
}